# 1
{"formula": "C50H90N10O2", "method": "ωB97M-V/def2-TZVPD", "spin_multiplicity": 2, "homo_energy_ev": [-14.53, -18.33], "charge": 5, "symbols": ["C", "C", "O", "O", "H", "H", "H", "C", "C", "C", "N", "C", "C", "C", "C", "C", "C", "H", "H", "H", "H", "H", "H", "H", "H", "H", "H", "H", "H", "H", "H", "H", "H", "H", "H", "H", "H", "C", "C", "C", "N", "C", "C", "C", "C", "C", "C", "H", "H", "H", "H", "H", "H", "H", "H", "H", "H", "H", "H", "H", "H", "H", "H", "H", "H", "H", "H", "C", "N", "C", "C", "C", "C", "C", "C", "C", "C", "N", "C", "C", "C", "H", "H", "H", "H", "H", "H", "H", "H", "H", "H", "H", "H", "H", "H", "C", "C", "N", "C", "C", "N", "C", "C", "H", "H", "H", "H", "H", "H", "H", "H", "H", "H", "H", "C", "C", "N", "C", "C", "N", "C", "C", "H", "H", "H", "H", "H", "H", "H", "H", "H", "H", "H", "C", "C", "N", "C", "C", "N", "C", "C", "H", "H", "H", "H", "H", "H", "H", "H", "H", "H", "H"], "coordinates": [[-1.00619, 2.20060, -0.71706], [-0.83560, 1.46108, 0.59405], [-1.84909, 0.83012, 1.05772], [0.31071, 1.36428, 1.01394], [-1.90066, 2.82229, -0.67822], [-0.98067, 1.40386, -1.46047], [-0.20448, 2.92555, -0.85782], [4.66066, 3.13405, -3.52456], [4.75858, 2.72423, -2.02568], [4.57125, 3.87163, -0.96714], [4.81156, 3.60831, 0.53607], [3.76975, 2.58210, 0.98875], [3.32003, 2.61546, 2.42264], [2.95658, 4.01667, 2.89363], [4.24910, 4.83485, 2.69626], [4.55131, 4.96098, 1.16665], [6.26093, 3.10893, 0.72957], [3.61403, 3.27475, -3.79454], [4.95857, 2.23368, -4.06186], [5.25064, 3.98003, -3.87718], [5.79528, 2.40534, -1.91767], [4.03277, 1.93236, -1.84065], [3.54090, 4.19906, -1.10596], [5.23473, 4.68843, -1.25130], [2.78845, 2.75100, 0.54532], [3.99540, 1.56185, 0.67850], [2.45569, 1.97063, 2.58137], [4.06128, 2.26205, 3.13940], [2.15886, 4.43529, 2.28003], [2.58827, 4.03791, 3.91930], [4.15417, 5.82826, 3.13470], [5.08637, 4.35263, 3.20078], [3.69868, 5.41371, 0.66053], [5.40475, 5.58629, 0.90450], [6.47596, 2.17022, 0.21898], [6.39124, 3.03612, 1.80930], [7.03528, 3.79062, 0.37775], [0.88292, -1.61051, 6.38153], [1.56095, -1.56141, 5.01630], [0.58133, -2.02934, 3.89517], [1.31974, -2.32676, 2.54868], [1.89994, -3.77425, 2.59130], [2.60657, -4.09967, 1.27879], [1.52148, -4.29936, 0.17788], [0.63218, -3.03242, 0.07000], [0.19376, -2.37495, 1.40229], [2.35461, -1.31269, 2.12289], [1.42506, -1.20966, 7.23798], [0.60758, -2.65815, 6.50296], [-0.00145, -0.98144, 6.28021], [2.45205, -2.18871, 4.99318], [1.85788, -0.54977, 4.73966], [-0.17225, -1.25650, 3.74373], [0.05858, -2.94477, 4.17230], [1.08151, -4.47752, 2.74518], [2.45951, -3.89469, 3.51892], [3.03797, -5.08906, 1.43077], [3.48219, -3.52328, 0.98021], [0.95181, -5.19486, 0.42621], [2.02931, -4.58140, -0.74443], [-0.25044, -3.41543, -0.44224], [1.18858, -2.38194, -0.60484], [-0.39802, -3.19104, 1.81689], [-0.31969, -1.41508, 1.34663], [1.72021, -0.47074, 2.39994], [2.60282, -1.30800, 1.06154], [3.23100, -1.42015, 2.76203], [-4.11403, -8.51125, -1.08204], [-4.31677, -7.16433, -0.67986], [-4.40014, -6.89315, 0.66351], [-4.52785, -5.55907, 1.07919], [-4.72999, -4.54162, 0.14546], [-4.75456, -4.86729, -1.18922], [-4.43880, -6.14977, -1.54168], [-4.85662, -3.14315, 0.56796], [-3.89145, -2.59415, 1.45899], [-4.02680, -1.30123, 1.85748], [-4.93169, -0.45772, 1.36912], [-5.91715, -0.92106, 0.51660], [-5.84692, -2.27680, 0.10767], [-4.97396, 1.01946, 1.70349], [-3.55264, -8.48008, -2.01583], [-5.10067, -8.93540, -1.26842], [-3.50817, -8.94331, -0.28557], [-4.33763, -7.68992, 1.38990], [-4.48027, -5.34088, 2.13585], [-4.81643, -4.08917, -1.93562], [-4.41722, -6.49186, -2.56584], [-3.07419, -3.22070, 1.78444], [-3.23676, -0.84998, 2.43938], [-6.60902, -0.18959, 0.12588], [-6.50192, -2.62638, -0.67665], [-6.01196, 1.33368, 1.81267], [-4.61267, 1.52904, 0.81024], [-4.36573, 1.17319, 2.59484], [1.05122, 0.58864, -3.29037], [1.81188, -0.00403, -4.53454], [2.31750, -1.39726, -4.28391], [2.91982, -1.80596, -3.17925], [3.27911, -3.12095, -3.30335], [2.65999, -3.61300, -4.45848], [2.18540, -2.47329, -5.12975], [2.47354, -4.96497, -4.97829], [0.23649, 0.00469, -2.86220], [0.68876, 1.57647, -3.57484], [1.78172, 0.77238, -2.50253], [2.58347, 0.66112, -4.92224], [1.20495, -0.10988, -5.43372], [3.02683, -1.17170, -2.31169], [3.64615, -3.74235, -2.49990], [1.80627, -2.42615, -6.13992], [2.79987, -4.96423, -6.01830], [1.41941, -5.22579, -4.88395], [3.05447, -5.69579, -4.41569], [-2.63846, 5.66134, 1.81151], [-1.09789, 5.25479, 1.97130], [-0.80538, 4.94224, 3.33690], [-0.64034, 5.85184, 4.31637], [-0.57231, 5.04046, 5.47839], [-0.69839, 3.66806, 5.19495], [-0.84227, 3.65601, 3.85750], [-0.67183, 2.57669, 6.18842], [-2.96691, 5.66581, 0.77218], [-2.56749, 6.66859, 2.22202], [-3.33451, 5.05212, 2.38810], [-0.33060, 5.92580, 1.58514], [-0.92462, 4.33503, 1.41262], [-0.61930, 6.92109, 4.16578], [-0.48223, 5.29204, 6.52482], [-1.11197, 2.74394, 3.34585], [0.15612, 2.84200, 6.84584], [-0.43920, 1.61203, 5.73741], [-1.60009, 2.55317, 6.75930], [-2.23399, 2.65380, -7.20905], [-3.27100, 2.47535, -6.05224], [-3.26500, 1.24915, -5.33721], [-2.98005, 0.01794, -5.83620], [-2.97474, -0.88505, -4.76663], [-3.05641, -0.17109, -3.61945], [-3.19009, 1.11359, -3.99794], [-2.90601, -0.67313, -2.27462], [-2.64253, 3.50920, -7.74708], [-2.18587, 1.74577, -7.81011], [-1.22454, 2.88851, -6.87139], [-4.32599, 2.52079, -6.32250], [-3.09769, 3.29165, -5.35101], [-2.82005, -0.20842, -6.88002], [-2.96918, -1.95402, -4.61272], [-3.30051, 1.99863, -3.38892], [-2.85284, 0.17235, -1.58874], [-2.04327, -1.33005, -2.16401], [-3.82979, -1.18483, -2.00465]], "atomic_forces_ev_per_a": [[-0.092, 0.936, 0.529], [-2.033, -1.655, -0.038], [0.649, 0.885, -0.437], [2.192, 0.099, 1.121], [-0.451, -0.504, -0.471], [-0.283, 0.448, -0.370], [0.320, -0.345, -0.219], [-0.855, -0.556, 0.638], [1.102, 1.086, 0.697], [-0.195, -0.460, -1.539], [-0.269, -0.860, -1.978], [-1.076, -0.328, 0.092], [0.234, 0.033, 1.945], [0.879, 0.260, -0.549], [-0.254, 0.415, -0.708], [0.065, -0.025, 1.355], [-0.466, 0.325, 0.860], [-0.060, 0.393, -0.061], [0.261, 0.157, -0.204], [0.049, -0.078, 0.356], [-0.136, -0.674, 0.184], [0.245, -0.213, 0.105], [0.017, 0.273, 0.543], [0.023, 0.043, 0.194], [0.299, 0.668, -1.067], [0.779, 0.251, -0.078], [-0.034, -0.258, -0.635], [0.333, -0.200, -0.107], [-0.139, 0.095, -0.183], [0.277, -0.120, 0.066], [0.122, 0.102, -0.236], [0.005, -0.007, 0.093], [-0.111, -0.279, 0.005], [0.123, -0.084, 0.337], [-0.673, -0.067, 0.209], [0.092, -0.343, -0.113], [-0.599, 0.568, -0.193], [-0.435, 0.057, -0.912], [0.076, -0.053, -0.871], [1.276, 0.286, 0.098], [-1.046, -1.973, -1.694], [0.082, 1.112, 0.071], [-0.617, -1.631, 0.035], [0.820, 0.544, 1.250], [1.002, -0.417, -0.452], [1.083, -1.998, 0.914], [-1.461, 0.222, 1.663], [0.374, -0.324, -0.299], [-0.242, 0.183, 0.691], [-0.419, -0.249, 0.307], [0.099, -0.001, 0.107], [0.216, 0.099, 0.190], [0.077, 0.037, -0.444], [0.148, -0.118, -0.146], [-0.333, 0.220, -0.290], [0.554, 0.419, -0.268], [0.127, -0.127, 0.162], [-0.347, 0.574, 0.192], [-0.224, 0.116, 0.267], [-0.218, 0.454, -0.288], [-0.381, 0.704, -0.023], [-0.322, 0.517, 0.024], [-0.799, 0.588, 0.285], [0.124, 0.049, -0.035], [1.015, 1.079, -0.542], [-0.323, -0.357, 0.238], [-0.039, 0.157, -0.146], [0.274, -0.483, -0.751], [-0.182, 1.581, 2.443], [0.070, 2.415, 0.211], [0.542, -2.294, -0.023], [-0.427, 2.359, 1.399], [0.584, -0.900, -1.163], [-1.009, -0.037, -1.405], [0.793, -1.262, 0.208], [-0.962, -0.122, 0.207], [2.108, -0.272, 0.275], [-2.223, 1.614, -0.171], [1.242, -2.536, -0.669], [-0.452, 2.632, -0.559], [0.048, -1.388, -0.685], [0.023, -0.380, 0.062], [0.291, -0.649, 0.232], [-0.364, -0.711, -0.394], [0.042, -0.214, -0.262], [-0.218, -0.057, 0.052], [-0.215, -0.178, -0.174], [0.188, 0.297, -0.232], [0.064, 0.202, 0.287], [-0.120, 0.166, 0.202], [-0.167, -0.189, 0.115], [-0.481, 0.068, 0.205], [0.059, -0.249, 0.471], [0.477, 0.188, 0.352], [-0.143, 0.253, -0.302], [1.220, 0.012, -0.975], [-0.986, -0.521, -0.037], [-0.999, -0.375, -2.638], [1.482, -0.713, 1.649], [-1.927, -0.639, 0.276], [0.242, 4.102, -0.843], [0.637, -0.859, 2.368], [0.235, -0.313, -0.128], [0.079, -0.250, -0.411], [-0.138, -0.071, -0.041], [-0.057, -0.022, 0.143], [0.509, -0.165, 0.705], [-0.563, -0.032, 0.296], [0.283, 0.010, -0.239], [0.209, -0.204, -0.409], [-0.088, -0.159, 0.126], [-0.128, -0.235, 0.073], [0.092, 0.020, -0.153], [0.109, 0.284, -0.009], [2.225, 0.741, 0.297], [-1.552, -1.526, -1.665], [-0.129, -2.867, 0.697], [0.113, -2.621, 3.221], [0.062, 0.826, 0.473], [-0.097, 3.200, -2.252], [-0.375, 0.575, -0.061], [0.495, 0.564, 0.097], [0.265, 0.201, 0.076], [-1.097, 0.185, -0.211], [0.405, -0.113, 0.146], [-0.541, 0.577, 0.124], [0.044, -0.174, 0.004], [0.066, -0.146, 0.115], [0.131, 0.413, -0.162], [0.277, 0.193, -0.609], [-0.149, -0.223, 0.193], [-0.228, 0.247, -0.235], [0.042, -0.018, -0.195], [-1.224, -0.517, 0.812], [-0.132, 1.745, -0.762], [2.663, -2.595, 2.531], [-0.653, -2.474, 0.375], [0.362, 0.117, -1.093], [0.059, 2.310, -1.190], [-0.793, 1.054, 0.250], [-0.946, 0.211, 0.830], [0.345, -0.226, -0.439], [-0.117, 0.352, -0.375], [-0.170, 0.025, 0.280], [0.182, 0.675, -0.917], [-0.161, -0.121, 0.195], [-0.363, 0.160, 0.070], [0.283, -0.027, -0.888], [0.075, -0.343, 0.430], [0.307, -0.080, 0.039], [-0.061, 0.145, -0.173], [0.125, -0.325, 0.061]], "lowdin_charge": [-0.0381, -0.7978, -0.0982, -0.0551, 0.0736, 0.0368, 0.0698, -0.0749, -0.2096, -0.1185, -0.2168, -0.1111, -0.1950, -0.1811, -0.1227, -0.0853, 0.0586, 0.0638, 0.0735, 0.0925, 0.1017, 0.0830, 0.1276, 0.1412, 0.1235, 0.1316, 0.0966, 0.1225, 0.1037, 0.1168, 0.1287, 0.1161, 0.1318, 0.1441, 0.1032, 0.1060, 0.1206, -0.0689, -0.2330, -0.0931, -0.2231, -0.0885, -0.1551, -0.1699, -0.1581, -0.0511, 0.0146, 0.0945, 0.0904, 0.0662, 0.1080, 0.0978, 0.1284, 0.1335, 0.1350, 0.1354, 0.1285, 0.1149, 0.1185, 0.0952, 0.1117, 0.0853, 0.1136, 0.1121, 0.0812, 0.0969, 0.1159, 0.0109, -0.1400, 0.0274, 0.0273, -0.1965, -0.0002, -0.0288, -0.1937, -0.0116, -0.0839, -0.1065, -0.0021, 0.0052, 0.0193, 0.1075, 0.1266, 0.1118, 0.1439, 0.1282, 0.1191, 0.1420, 0.1032, 0.1134, 0.1295, 0.1224, 0.0984, 0.0806, 0.0915, -0.0490, -0.1013, -0.0478, -0.0679, 0.0177, -0.0613, 0.0635, 0.0280, 0.0599, 0.0833, 0.0565, 0.1256, 0.1174, 0.1306, 0.1322, 0.1687, 0.1157, 0.1066, 0.1129, -0.0112, -0.1615, -0.0912, 0.0323, 0.0254, -0.0694, 0.0089, 0.0399, 0.0776, 0.0769, 0.0812, 0.1326, 0.0958, 0.1535, 0.1380, 0.1525, 0.1092, 0.0860, 0.1159, -0.0202, -0.1578, -0.0526, 0.0177, 0.0001, -0.0919, 0.0011, 0.0180, 0.0982, 0.0691, 0.0794, 0.1483, 0.1306, 0.1413, 0.1391, 0.1687, 0.0838, 0.1004, 0.0984]}

---

# 2
{"formula": "C5H6O2", "method": "ωB97M-V/def2-TZVPD", "homo_energy_ev": -8.34, "de_lowest_kj_mol": 618.2, "charge": 0, "symbols": ["O", "C", "C", "C", "C", "C", "O", "H", "H", "H", "H", "H", "H"], "coordinates": [[2.11654, 1.22309, -1.09981], [1.88784, 0.02337, -0.38724], [0.62474, -0.30080, 0.28267], [-0.54324, 0.17607, 0.66300], [-1.83259, -0.57706, 0.99309], [-1.52888, -0.25118, -0.40608], [-1.52260, 1.09581, -0.38387], [1.77700, 1.94842, -0.56230], [2.58835, -0.06541, 0.46300], [2.19398, -0.78207, -1.06770], [-2.67858, 0.02198, 1.30836], [-1.70885, -1.56531, 1.42994], [-1.37374, -0.94693, -1.23306]], "atomic_forces_ev_per_a": [[-0.419, 0.233, 0.097], [-0.016, -0.377, 0.273], [0.191, 0.070, 0.405], [0.762, -0.566, 0.414], [-0.116, -0.001, 0.032], [-0.559, 0.219, -0.451], [-0.053, -0.389, -0.897], [-0.014, 0.024, -0.159], [0.081, 0.092, -0.098], [-0.263, 0.033, 0.217], [0.302, 0.030, 0.480], [0.067, 0.134, -0.295], [0.037, 0.498, -0.018]], "lowdin_charge": [-0.0574, -0.2872, 0.0857, -0.1905, -0.0044, -0.2794, -0.0094, 0.0898, 0.1240, 0.1267, 0.1168, 0.1201, 0.1651]}

---

# 3
{"formula": "C6H14O10Tl", "method": "ωB97M-V/def2-TZVPD", "homo_energy_ev": -12.55, "de_lowest_kj_mol": 174.0, "charge": 1, "symbols": ["Tl", "O", "C", "O", "O", "H", "O", "C", "O", "O", "H", "C", "C", "O", "O", "H", "H", "H", "H", "H", "H", "C", "C", "O", "O", "H", "H", "H", "H", "H", "H"], "coordinates": [[-1.26429, 33.94265, -16.26022], [3.68607, 34.82891, -15.59523], [2.55728, 35.50664, -15.67350], [2.56624, 36.74338, -15.59008], [1.48848, 34.91613, -15.79053], [4.20224, 35.61295, -15.79633], [-3.44406, 31.28007, -18.38545], [-4.32440, 32.15899, -17.85946], [-5.53602, 31.99774, -18.13230], [-3.86742, 33.11212, -17.21624], [-4.13672, 30.66750, -18.64349], [0.59837, 32.12133, -13.46661], [0.19604, 33.51955, -12.87642], [-1.11988, 33.79793, -13.21408], [0.68534, 32.18652, -14.95604], [-0.08092, 31.31660, -13.18540], [1.54269, 31.80179, -13.02586], [0.93756, 34.23499, -13.23195], [0.44630, 33.46530, -11.81692], [-1.61813, 33.95600, -12.40889], [1.36023, 31.56697, -15.24289], [0.02382, 30.33313, -17.81350], [-0.32626, 29.47587, -16.63536], [-1.66352, 29.02020, -16.68004], [-0.90802, 31.43207, -17.84718], [-0.05972, 29.74133, -18.72503], [0.98579, 30.84513, -17.78975], [-0.06435, 29.85883, -15.64904], [0.26702, 28.56700, -16.73578], [-1.95984, 28.73350, -17.54698], [-1.65182, 31.13177, -18.37460]], "atomic_forces_ev_per_a": [[-0.172, -0.612, -0.033], [-0.666, 0.316, -0.343], [0.470, 0.217, 0.742], [-0.443, 0.395, -0.259], [-1.745, -1.311, -0.212], [2.187, 0.065, 0.036], [-1.297, 0.281, 0.408], [-0.181, -0.226, -1.188], [1.132, 0.580, 0.871], [0.091, 1.112, 0.936], [0.209, -1.521, -0.943], [0.271, 0.688, -0.502], [1.962, -2.294, -0.473], [-0.493, 0.620, -0.121], [-0.514, 0.353, 1.674], [-0.552, 0.291, -0.162], [0.365, 0.336, -0.328], [-0.355, 0.348, -0.553], [-0.720, -0.083, 0.296], [-0.285, 0.075, -0.058], [0.181, 0.041, -0.107], [-0.629, 1.494, 0.413], [0.786, -2.126, -0.652], [-0.707, 0.777, 0.917], [0.531, 0.171, -0.460], [0.091, 0.045, -0.141], [0.343, -0.633, 0.204], [-0.673, 0.419, -0.148], [0.626, -0.098, 0.101], [0.470, -0.085, -0.158], [-0.285, 0.367, 0.243]], "lowdin_charge": [1.2633, 0.2150, -0.7705, 0.2334, 0.0985, 0.1377, 0.1235, -0.7133, 0.2090, 0.0554, 0.1382, -0.1378, -0.2432, -0.1031, -0.1612, 0.1240, 0.1235, 0.1124, 0.1328, 0.1134, 0.0857, -0.1939, -0.2451, -0.0420, -0.1758, 0.1328, 0.1256, 0.1083, 0.1224, 0.0913, 0.0396]}